91
Properties=species:S:1:pos:R:3 method="wB97M-V/def2-TZVPD" energy_ha=-4919.68646 fmax_ev_per_a=0.8 e_lumo_ev="-0.94 / -0.94" charge=0
Mo 0.1874 0.3322 1.6012
C 2.8887 -1.2677 2.8970
N 1.9717 -0.9519 1.8109
P -1.2474 -1.2108 2.6789
C -0.2319 -2.3152 3.7309
C 0.2499 -3.5624 3.3244
C 1.0400 -4.3197 4.1721
C 1.3667 -3.8435 5.4398
C 0.8973 -2.6069 5.8511
C 0.0992 -1.8496 5.0015
C -1.9826 -2.4356 1.5390
C -1.5713 -2.4983 0.2092
C -2.0575 -3.4806 -0.6403
C -2.9653 -4.4142 -0.1635
C -3.3878 -4.3589 1.1608
C -2.8980 -3.3776 2.0095
P 2.1899 -0.2087 0.3923
C 2.1582 -1.3885 -0.9798
C 1.7986 -0.9406 -2.2479
C 1.6862 -1.8440 -3.2929
C 1.9272 -3.1950 -3.0710
C 2.2765 -3.6433 -1.8046
C 2.3878 -2.7410 -0.7554
C 3.7261 0.7211 0.2104
C 4.9485 0.0567 0.2972
C 6.1311 0.7661 0.1606
C 6.0956 2.1350 -0.0765
C 4.8806 2.7966 -0.1737
C 3.6945 2.0912 -0.0274
H 2.4900 -2.0811 3.5024
H 3.0332 -0.4017 3.5469
H 3.8709 -1.5806 2.5313
H 0.0070 -3.9355 2.3368
H 1.4085 -5.2839 3.8447
H 1.9841 -4.4382 6.1006
H 1.1458 -2.2308 6.8353
H -0.2715 -0.8827 5.3241
H -0.8827 -1.7359 -0.1322
H -1.7245 -3.5147 -1.6703
H -3.3480 -5.1852 -0.8200
H -4.1001 -5.0840 1.5334
H -3.2194 -3.3463 3.0440
H 1.5948 0.1118 -2.4121
H 1.4017 -1.4958 -4.2773
H 1.8332 -3.9017 -3.8858
H 2.4518 -4.6973 -1.6310
H 2.6185 -3.0857 0.2466
H 4.9779 -1.0150 0.4549
H 7.0806 0.2518 0.2322
H 7.0203 2.6868 -0.1861
H 4.8572 3.8632 -0.3559
H 2.7406 2.6015 -0.0831
F 1.9284 2.3246 2.6297
C 0.5777 2.0924 2.7485
F -0.0132 3.2810 2.5508
F 0.3784 1.7894 4.0725
C -0.9409 0.9796 0.4332
Ge -1.7791 1.8627 -1.0795
C -3.3931 0.9575 -1.6676
C -4.1208 1.4587 -2.7485
C -5.2681 0.8125 -3.1866
C -5.7040 -0.3405 -2.5446
C -4.9956 -0.8413 -1.4630
C -3.8469 -0.1920 -1.0260
C -0.5148 1.9053 -2.5654
C 0.6636 2.6487 -2.4678
C 1.6100 2.6148 -3.4834
C 1.3880 1.8391 -4.6137
C 0.2201 1.0974 -4.7249
C -0.7216 1.1249 -3.7029
C -2.1674 3.6683 -0.4722
C -2.8328 3.8531 0.7396
C -3.1361 5.1301 1.1878
C -2.7781 6.2365 0.4283
C -2.1182 6.0648 -0.7784
C -1.8139 4.7848 -1.2270
H -3.7899 2.3608 -3.2529
H -5.8237 1.2093 -4.0271
H -6.5999 -0.8430 -2.8870
H -5.3334 -1.7356 -0.9537
H -3.3057 -0.5825 -0.1734
H 0.8444 3.2555 -1.5861
H 2.5208 3.1947 -3.3978
H 2.1252 1.8138 -5.4061
H 0.0438 0.4937 -5.6069
H -1.6298 0.5399 -3.7939
H -3.1042 2.9948 1.3445
H -3.6475 5.2626 2.1329
H -3.0125 7.2328 0.7813
H -1.8386 6.9267 -1.3715
H -1.3006 4.6604 -2.1740


114
Properties=species:S:1:pos:R:3 method="wB97M-V/def2-TZVPD" energy_ha=-4498.41703 fmax_ev_per_a=4.8 e_lumo_ev=-1.84 charge=0
C -0.4157 -7.3685 -2.5626
C 0.9222 -6.8516 -2.1234
C 1.5523 -5.5407 -2.8859
Si 2.3701 -4.3047 -1.5970
O 1.0294 -3.4932 -0.8026
Si 1.0847 -1.7487 -1.0048
H -1.0778 -6.6519 -3.2438
H -0.7822 -8.4650 -2.2678
H 1.4317 -7.4321 -1.2275
H 0.6351 -4.9300 -3.3431
H 2.2589 -5.7912 -3.7863
H 3.1976 -5.0520 -0.6158
H 3.2813 -3.4298 -2.3226
H -0.3179 -1.2695 -0.9936
H 1.7504 -1.0541 0.0917
H 1.6616 -1.2878 -2.2601
C 2.4132 -5.4226 3.6086
C 1.8549 -4.6661 2.6617
C 1.8743 -3.1796 2.7476
O 1.3697 -2.5107 1.8526
C 2.5054 -2.5655 3.9262
C 3.0606 -3.3223 4.8748
C 3.0653 -4.8076 4.7750
O 3.5997 -5.4758 5.6537
O 3.6531 -2.7519 5.9865
O 1.2378 -5.2371 1.5638
H 2.4083 -6.5041 3.5577
H 2.4969 -1.4847 3.9849
H 3.9815 -3.5061 6.5229
H 0.9147 -4.4827 1.0245
C 1.9380 -0.4474 -6.3238
C 1.2663 0.6307 -6.7327
C -0.2131 0.7214 -6.5880
O -0.8006 1.7326 -6.9557
C -0.9202 -0.4290 -6.0040
C -0.2487 -1.5084 -5.5983
C 1.2331 -1.5875 -5.7177
O 1.8243 -2.5853 -5.3192
O -0.9073 -2.5942 -5.0510
O 1.9217 1.7050 -7.3056
H 3.0135 -0.5257 -6.4208
H -1.9971 -0.3572 -5.9210
H -0.2037 -3.2449 -4.8364
H 1.2188 2.3581 -7.5147
C -0.2414 4.5143 -3.8426
C 0.1728 5.7037 -3.4015
C 1.4995 5.8662 -2.7449
O 1.8608 6.9750 -2.3669
C 2.3334 4.6667 -2.5701
C 1.9175 3.4769 -3.0082
C 0.6032 3.3197 -3.6893
O 0.2563 2.2165 -4.0975
O 2.6950 2.3451 -2.8448
O -0.6167 6.8306 -3.5397
H -1.2024 4.3824 -4.3237
H 3.2875 4.7957 -2.0753
H 2.1773 1.6129 -3.2452
H -0.0963 7.5637 -3.1448
C -2.3990 -6.8431 0.7128
C -3.1416 -7.8718 0.2990
C -4.6238 -7.8634 0.4431
O -5.2811 -8.8149 0.0364
C -5.2473 -6.6947 1.0834
C -4.5043 -5.6677 1.5002
C -3.0253 -5.6643 1.3310
O -2.3709 -4.6978 1.7075
O -5.0835 -4.5674 2.1051
O -2.5599 -8.9843 -0.2805
H -1.3210 -6.8350 0.6122
H -6.3236 -6.7093 1.1980
H -4.3387 -3.9623 2.3140
H -3.3052 -9.5867 -0.4948
C -0.2691 -1.5624 6.1937
C -1.0116 -2.5910 5.7799
C -2.4938 -2.5827 5.9240
O -3.1511 -3.5342 5.5172
C -3.1174 -1.4140 6.5643
C -2.3743 -0.3869 6.9810
C -0.8953 -0.3836 6.8118
O -0.2409 0.5830 7.1884
O -2.9535 0.7134 7.5860
O -0.4299 -3.7036 5.2004
H 0.8090 -1.5543 6.0931
H -4.1936 -1.4286 6.6789
H -2.2087 1.3185 7.7949
H -1.1752 -4.3059 4.9861
C -3.5444 3.4223 -0.2637
C -4.7653 3.6520 0.2236
C -5.5026 4.9058 -0.0962
O -6.6307 5.0804 0.3509
C -4.8320 5.9018 -0.9464
C -3.6098 5.6734 -1.4307
C -2.8842 4.4080 -1.1335
O -1.7693 4.2187 -1.6081
O -2.9727 6.6063 -2.2282
O -5.3911 2.7314 1.0439
H -2.9981 2.5144 -0.0412
H -5.3719 6.8163 -1.1564
H -2.1034 6.2080 -2.4520
H -6.2628 3.1271 1.2627
C 3.0753 8.6936 0.5068
C 3.4895 9.8830 0.9478
C 4.8162 10.0454 1.6045
O 5.1775 11.1543 1.9825
C 5.6501 8.8460 1.7792
C 5.2343 7.6562 1.3412
C 3.9199 7.4990 0.6601
O 3.5730 6.3958 0.2519
O 6.0118 6.5243 1.5046
O 2.7001 11.0098 0.8096
H 2.1144 8.5617 0.0257
H 6.6042 8.9750 2.2740
H 5.4940 5.7922 1.1042
H 3.2204 11.7430 1.2046


104
Properties=species:S:1:pos:R:3 method="wB97M-V/def2-TZVPD" s2=2.02 energy_ha=-4548.95002 fmax_ev_per_a=6.0 e_lumo_ev="-0.96 / -0.66" charge=0 multiplicity=3
Ni -13.9675 21.6391 -1.1665
C -14.9677 27.8607 -6.4899
C -14.1038 26.6024 -6.3882
N -14.6546 25.5354 -5.4405
C -14.0548 25.3231 -4.2501
C -14.4964 24.4542 -3.2796
C -14.0221 24.5779 -1.8972
O -13.5555 25.6808 -1.6391
O -14.1785 23.6116 -1.0566
C -15.3860 23.4022 -3.7332
O -15.6630 22.3390 -3.1585
C -16.0876 23.6424 -5.0043
C -17.2943 22.9506 -5.3336
C -17.9342 23.2486 -6.5130
F -18.9407 22.3881 -6.9062
C -17.5924 24.3368 -7.4077
C -16.4994 25.1062 -6.9888
C -15.7465 24.7380 -5.8428
N -18.3455 24.5754 -8.4884
C -19.6991 25.1451 -8.2536
C -20.3106 25.7067 -9.5077
N -19.3249 26.4242 -10.3603
C -18.0724 25.6206 -10.6530
C -17.9731 24.2836 -9.8561
H -14.3877 28.6251 -6.9614
H -15.0816 28.2285 -5.4460
H -15.9360 27.6202 -6.9060
H -13.1453 26.9464 -5.9528
H -13.8615 26.2065 -7.3854
H -13.1639 25.9375 -4.1656
H -17.7846 22.2136 -4.7049
H -16.1714 25.8518 -7.7373
H -19.5731 25.8220 -7.3856
H -20.3967 24.3483 -7.8759
H -21.1359 26.3274 -9.2412
H -20.7822 24.9395 -10.1564
H -19.1617 27.3592 -9.9626
H -19.8129 26.6653 -11.2744
H -17.2070 26.2635 -10.4041
H -18.0520 25.4474 -11.7030
H -16.8819 23.9603 -9.9219
H -18.5823 23.4964 -10.2941
C -13.9853 16.1974 -2.3466
N -13.9399 17.6799 -2.3488
C -13.8103 18.6353 -1.4544
N -14.1021 19.7815 -1.9826
C -14.3888 19.5018 -3.3145
N -14.3277 18.2608 -3.5819
C -13.7923 15.4517 -0.9755
C -12.9859 14.2896 -0.8002
C -12.8028 13.7475 0.4551
C -13.4655 14.2987 1.5508
C -14.3787 15.4048 1.3508
C -14.4899 15.9490 0.0619
C -15.1770 15.9143 2.4382
N -15.3013 15.3683 3.6468
N -16.1312 16.2112 4.3906
C -16.5474 17.1733 3.6056
O -16.0569 16.9866 2.2746
C -17.1749 18.4716 3.9501
C -17.6633 18.7568 5.2953
C -18.2988 19.9349 5.6014
C -18.4992 20.8790 4.6076
C -18.1175 20.5977 3.2709
C -18.4582 21.6369 2.2564
N -17.6533 21.4489 1.0493
C -16.4263 21.9299 0.7775
N -15.9231 21.3948 -0.3203
C -16.9123 20.4902 -0.7250
N -17.9050 20.4882 0.0927
C -17.4243 19.4111 2.9731
H -13.1286 15.9172 -2.9322
H -15.0520 15.8471 -2.6972
H -13.6799 18.4441 -0.3775
H -14.7718 20.2827 -3.9385
H -12.5273 13.8384 -1.6689
H -12.1742 12.8251 0.6134
H -13.3690 13.9362 2.5691
H -15.3258 16.6658 -0.0923
H -17.5357 17.9164 6.0327
H -18.5414 20.2232 6.6254
H -19.0251 21.8449 4.7576
H -18.3011 22.6438 2.6802
H -19.4660 21.4682 1.9633
H -15.9870 22.7249 1.3659
H -16.8120 19.8594 -1.5573
H -17.0932 19.2987 1.9546
F -13.2852 19.9870 1.0303
C -13.0418 21.3166 0.6954
F -13.6120 22.1117 1.6911
F -11.7152 21.4850 0.7173
C -12.5026 21.7008 -2.2821
C -11.4127 21.7458 -2.8909
C -10.3561 21.5604 -3.7401
C -9.4021 22.5463 -3.9593
C -8.2555 22.3799 -4.8012
C -7.8744 21.1492 -5.2630
C -8.7487 20.0685 -4.9025
C -9.9324 20.2652 -4.2285
H -9.6425 23.5008 -3.5701
H -7.6515 23.2568 -5.0120
H -6.9573 21.0069 -5.9126
H -8.4503 19.0107 -5.1583
H -10.6571 19.4707 -4.0245


95
Properties=species:S:1:pos:R:3 method="wB97M-V/def2-TZVPD" energy_ha=-7514.26510 fmax_ev_per_a=4.5 e_lumo_ev=3.81 charge=-2
Zr 0.5648 -0.3680 0.6347
O 1.6844 1.1875 0.2882
C 1.6553 2.3421 1.0267
C 0.4715 3.2316 0.5122
C -0.8710 2.8334 1.0560
C -1.6548 3.7807 1.7000
C -2.8559 3.4110 2.2773
C -3.2608 2.0962 2.1295
C -2.4647 1.2126 1.4152
C -2.9172 -0.1906 1.2011
C -2.1366 -1.1496 2.1681
O -0.7967 -1.1260 1.8602
C -2.4045 -0.6324 3.5885
C -3.6655 -0.7828 4.1641
C -3.9261 -0.3071 5.4381
C -2.9277 0.3287 6.1629
C -1.6688 0.4746 5.6016
C -1.4098 -0.0030 4.3226
C -2.6835 -2.5858 2.0496
C -2.4926 -3.4759 3.1049
C -2.8907 -4.7988 3.0028
C -3.4414 -5.2778 1.8226
C -3.5984 -4.4150 0.7514
C -3.2420 -3.0793 0.8766
N -1.2556 1.5470 0.9173
C 2.9344 3.1887 0.8467
C 3.1970 4.2965 1.6541
C 4.3233 5.0739 1.4443
C 5.2138 4.7518 0.4280
C 4.9681 3.6454 -0.3673
C 3.8315 2.8746 -0.1620
C 1.5828 2.0542 2.5397
C 0.9365 2.8644 3.4738
C 1.0025 2.5736 4.8277
C 1.7165 1.4731 5.2796
C 2.3738 0.6677 4.3641
C 2.3138 0.9665 3.0102
H 0.6634 4.2832 0.7297
H 0.5028 3.1123 -0.5717
H -1.3148 4.8079 1.7550
H -3.4574 4.1293 2.8193
H -4.1953 1.7527 2.5518
H -3.9899 -0.2944 1.3742
H -2.6892 -0.4781 0.1716
H -4.4470 -1.2917 3.6114
H -4.9097 -0.4395 5.8749
H -3.1299 0.6992 7.1614
H -0.8810 0.9570 6.1635
H -0.4187 0.0993 3.8978
H -2.0256 -3.1331 4.0204
H -2.7482 -5.4649 3.8464
H -3.7269 -6.3192 1.7334
H -3.9570 -4.7649 -0.2077
H -3.4040 -2.4464 0.0150
H 2.5250 4.5508 2.4622
H 4.5068 5.9354 2.0759
H 6.0888 5.3690 0.2630
H 5.6588 3.3748 -1.1570
H 3.6334 2.0166 -0.7906
H 0.3811 3.7357 3.1633
H 0.4906 3.2212 5.5305
H 1.7655 1.2522 6.3393
H 2.9509 -0.1892 4.6877
H 2.9034 0.3759 2.3201
O -1.1097 0.6851 -1.8432
C -1.0566 1.8825 -2.6232
C 0.3100 2.3017 -3.1394
C 0.5939 3.6237 -3.4792
C 1.8573 3.9344 -3.9490
C 2.7974 2.9218 -4.0593
C 2.4252 1.6405 -3.6892
N 1.2092 1.3434 -3.2456
H -0.8942 -0.0372 -2.4541
H -1.4636 2.6684 -1.9799
H -1.7250 1.7742 -3.4892
H -0.1615 4.3940 -3.3702
H 2.1018 4.9537 -4.2227
H 3.7954 3.1205 -4.4268
H 3.1089 0.7986 -3.7583
Se -0.6180 -2.1071 -0.7708
Te -1.7005 -3.2604 -2.7221
Te 1.8381 -2.5897 -3.6704
Se 1.5358 -1.5900 -1.3728
N 1.7620 -1.8312 1.2626
C 3.0575 -1.7950 1.5617
C 4.0546 -1.1071 0.7926
C 5.3835 -1.0861 1.1708
C 5.8165 -1.7246 2.3292
C 4.8769 -2.4130 3.0960
C 3.5508 -2.4705 2.7260
H 3.7585 -0.5709 -0.1020
H 6.1003 -0.5453 0.5587
H 6.8564 -1.6831 2.6331
H 5.1923 -2.9127 4.0093
H 2.8250 -3.0086 3.3260